1.
Entry from OMol25: a molecular structure, C22H46GdN3OP2 (ωB97M-V/def2-TZVPD).

Each line ends with the Löwdin spin population.
Geometry (Å):
1 Gd 0.31 0.80 -1.08  6.82
2 P 1.73 -1.42 -2.00  0.10
3 P -1.95 0.50 2.06  0.00
4 N -1.01 -0.75 -1.74  0.03
5 C 0.49 -2.13 -3.17  0.02
6 H 0.66 -1.66 -4.16  0.00
7 H 0.67 -3.21 -3.28  0.00
8 C -0.96 -1.86 -2.70  0.01
9 H -1.59 -1.63 -3.58  0.00
10 H -1.39 -2.78 -2.26  0.00
11 C -1.67 -1.08 -0.46  0.00
12 H -0.96 -1.61 0.21  0.00
13 H -2.47 -1.81 -0.67  0.00
14 C -2.32 0.12 0.29  -0.01
15 H -3.41 -0.09 0.29  0.00
16 H -2.23 1.05 -0.31  0.00
17 C -2.26 2.30 2.30  0.00
18 C -1.51 3.17 1.28  0.00
19 H -1.87 3.05 0.25  0.00
20 H -0.42 2.99 1.32  0.00
21 H -1.66 4.23 1.54  0.00
22 C -3.10 -0.46 3.08  0.00
23 C -2.54 -0.80 4.47  0.00
24 H -3.30 -1.37 5.03  0.00
25 H -2.31 0.10 5.06  0.00
26 H -1.64 -1.42 4.41  0.00
27 C 2.64 -2.75 -1.14  0.02
28 C 3.84 -2.21 -0.33  0.00
29 H 4.22 -3.01 0.31  0.00
30 H 3.55 -1.38 0.32  0.00
31 H 4.67 -1.88 -0.98  0.00
32 C 2.91 -0.44 -3.06  0.01
33 C 3.69 0.61 -2.24  0.00
34 H 3.75 1.55 -2.80  0.00
35 H 4.72 0.27 -2.05  0.00
36 H 3.25 0.86 -1.25  0.00
37 C -0.20 0.31 2.63  0.00
38 C -4.50 0.16 3.15  0.00
39 H -4.98 0.20 2.17  0.00
40 H -5.13 -0.45 3.81  0.00
41 H -4.48 1.18 3.57  0.00
42 C 2.99 -3.95 -2.03  0.01
43 H 3.52 -4.69 -1.42  0.00
44 H 2.08 -4.42 -2.42  0.00
45 H 3.63 -3.67 -2.87  0.00
46 C 3.80 -1.31 -3.94  0.00
47 H 4.31 -0.67 -4.67  0.00
48 H 4.58 -1.83 -3.36  0.00
49 H 3.23 -2.05 -4.51  0.00
50 C -1.94 2.73 3.74  0.00
51 H -0.88 2.60 3.97  0.00
52 H -2.16 3.80 3.83  0.00
53 H -2.55 2.21 4.49  0.00
54 H -3.34 2.41 2.13  0.00
55 H 2.22 0.11 -3.74  0.00
56 H -3.19 -1.41 2.53  0.00
57 H 1.89 -3.10 -0.40  0.00
58 O 0.56 0.63 1.52  0.00
59 H 0.04 -0.63 3.17  0.00
60 H -0.04 0.65 3.72  0.00
61 C -1.30 4.66 -5.10  0.00
62 C -0.57 4.15 -3.92  0.00
63 C 0.42 4.75 -3.14  0.00
64 C 0.79 3.82 -2.17  0.00
65 N 0.05 2.68 -2.34  -0.01
66 N -0.77 2.93 -3.42  0.00
67 C 1.82 3.94 -1.11  0.00
68 H -1.56 5.71 -4.94  0.00
69 H -0.68 4.60 -6.00  0.00
70 H -2.23 4.09 -5.28  0.00
71 H 0.83 5.74 -3.27  0.00
72 H -1.43 2.23 -3.75  0.00
73 H 2.70 3.31 -1.31  0.00
74 H 2.17 4.98 -1.05  0.00
75 H 1.42 3.68 -0.11  0.00

Output
Total charge ... +2
Calculated total energy ... -2553.1843 Eh
Relative energy (zero: lowest compared OMol25 entry of this formula, charge and spin) ... 0.000 eV
Multiplicity ... 8
Orbital gap (spin up / spin down) ... 8.84 / 5.84 eV
E_LUMO (spin up / spin down) ... -4.92 / -7.89 eV
<S²> ... 16.060

=====

2.
Entry from OMol25: a molecular structure, C22H46N2O2SSi4TeW (ωB97M-V/def2-TZVPD).

Each line ends with the Löwdin charge.
Geometry (Å):
1 W -1.71 -1.12 2.16  0.96
2 C -0.02 -5.11 2.49  0.04
3 C -0.88 -4.01 1.96  -0.33
4 O -0.81 -2.91 2.57  -0.29
5 C -1.73 -4.21 0.80  -0.10
6 C -1.63 -5.39 0.06  0.02
7 C -2.44 -5.63 -1.03  -0.03
8 C -3.40 -4.68 -1.38  -0.01
9 C -3.55 -3.51 -0.66  0.02
10 C -2.71 -3.27 0.41  -0.27
11 O -2.90 -2.11 1.11  -0.29
12 H 0.42 -4.80 3.43  0.11
13 H 0.79 -5.30 1.77  0.12
14 H -0.58 -6.03 2.61  0.11
15 H -0.89 -6.14 0.33  0.12
16 H -2.34 -6.54 -1.60  0.13
17 H -4.05 -4.87 -2.23  0.13
18 H -4.31 -2.78 -0.92  0.14
19 C -0.78 3.19 3.40  -0.02
20 N -0.76 1.74 3.19  -0.17
21 C 0.27 1.07 3.99  -0.07
22 C -1.58 1.08 2.40  -0.45
23 S -2.44 -0.96 4.14  0.41
24 N -2.64 1.65 1.80  -0.21
25 C -3.31 0.87 0.76  -0.08
26 C -3.43 2.79 2.27  -0.01
27 H 0.24 3.51 3.59  0.09
28 H -1.39 3.46 4.27  0.11
29 H -1.13 3.71 2.51  0.08
30 H 1.22 1.57 3.82  0.09
31 H 0.38 0.03 3.71  0.03
32 H 0.01 1.13 5.05  0.11
33 H -2.58 0.22 0.26  0.03
34 H -3.64 1.53 -0.04  0.12
35 H -4.17 0.32 1.15  0.11
36 H -3.29 2.98 3.33  0.09
37 H -4.48 2.55 2.12  0.11
38 H -3.20 3.69 1.69  0.10
39 C 1.93 3.98 -1.94  -0.19
40 Si 1.08 3.04 -0.57  0.35
41 C -0.76 3.43 -0.59  -0.20
42 C 1.90 3.42 1.07  -0.20
43 Si 1.43 0.75 -1.02  0.25
44 Te 0.41 -1.02 0.64  0.78
45 Si 0.21 -0.05 -2.89  0.32
46 C -1.64 -0.03 -2.55  -0.21
47 C 0.62 1.12 -4.29  -0.20
48 C 0.74 -1.81 -3.28  -0.21
49 Si 3.70 0.05 -1.05  0.33
50 C 4.67 0.99 0.24  -0.21
51 C 4.28 0.49 -2.78  -0.20
52 C 3.79 -1.80 -0.75  -0.23
53 H 1.82 5.05 -1.78  0.05
54 H 1.52 3.75 -2.92  0.02
55 H 3.00 3.76 -1.97  0.03
56 H -0.94 4.47 -0.31  0.05
57 H -1.32 2.78 0.09  -0.01
58 H -1.16 3.29 -1.59  0.03
59 H 1.70 4.44 1.41  0.05
60 H 2.98 3.31 0.98  0.02
61 H 1.57 2.72 1.85  0.00
62 H -1.97 0.93 -2.15  0.01
63 H -1.92 -0.83 -1.86  0.00
64 H -2.18 -0.20 -3.48  0.05
65 H 0.24 2.13 -4.10  0.02
66 H 0.16 0.77 -5.22  0.05
67 H 1.69 1.19 -4.47  0.03
68 H 0.52 -2.49 -2.45  0.02
69 H 1.80 -1.88 -3.50  0.03
70 H 0.19 -2.17 -4.15  0.04
71 H 4.67 2.06 0.04  0.02
72 H 5.71 0.66 0.24  0.05
73 H 4.28 0.83 1.25  0.03
74 H 4.15 1.55 -2.99  0.03
75 H 3.75 -0.07 -3.55  0.02
76 H 5.34 0.26 -2.88  0.05
77 H 3.53 -2.05 0.28  0.01
78 H 4.81 -2.14 -0.93  0.05
79 H 3.13 -2.36 -1.41  0.02

Output
Total charge ... +2
Calculated total energy ... -3016.7238 Eh
Relative energy (zero: lowest compared OMol25 entry of this formula, charge and spin) ... 1.220 eV
Multiplicity ... 1
Orbital gap ... 5.68 eV
E_LUMO ... -7.72 eV

=====

Which of these has the highest relative energy (zero: lowest compared OMol25 entry of this formula, charge and spin)? C22H46N2O2SSi4TeW

=====

Among the records above, which one has the highest calculated total energy? C22H46GdN3OP2

=====

Which value of calculated total energy does entry 2 give? -3016.7238 Eh